23
Properties=species:S:1:pos:R:3:forces:R:3 method="wB97M-V/def2-TZVPD" homo_lumo_gap_ev="7.190 / 7.194" e_above_lowest_ev=1.898 spin_multiplicity=1 e_homo_ev="-8.510 / -8.512"
Cl -2.2093 -1.9309 0.0102 0.23 0.05 -0.33
Cl 2.0754 -1.2370 1.6885 -0.14 -0.76 0.65
S 2.0036 0.6246 -0.5378 -2.18 -1.51 -2.27
O 3.0971 1.3736 -0.0682 0.97 0.44 1.44
O 1.9325 0.3449 -1.9580 -0.26 0.41 -0.12
N 1.2221 -1.9825 -0.7277 2.03 1.86 4.07
C 1.8880 -1.1326 0.0257 -0.14 1.87 -0.18
C 0.1051 1.7381 1.2401 1.29 0.56 1.06
C -0.6280 0.9995 -0.9026 -2.13 1.93 1.42
C 0.4709 -2.9971 -0.2738 -0.41 -1.68 -2.31
C 0.3560 1.3178 -0.0223 2.23 -2.16 -1.14
C -1.9055 1.4351 -0.6000 -1.44 0.04 -0.11
C -1.1836 2.0971 1.5827 1.13 0.96 1.97
C -2.1576 2.0483 0.6035 1.17 -0.46 1.03
H -3.0862 2.4075 0.8947 -1.84 0.44 0.03
H -1.2915 2.4792 2.6583 -0.43 -0.52 -1.89
H -0.8010 -2.3714 -0.4253 -0.50 -0.49 0.97
H -0.5131 0.5803 -1.8069 0.95 -1.61 -2.94
H -2.8137 1.2616 -1.2086 1.09 0.00 -0.10
H 0.6881 -3.3935 0.6836 -0.02 0.13 0.95
H 0.5102 -3.7481 -1.0612 -0.63 -0.37 0.21
H 1.0048 1.8125 1.8626 -0.74 0.17 0.33
H 1.2356 -1.7271 -1.6576 -0.21 0.70 -2.73

=====

26
Properties=species:S:1:pos:R:3:forces:R:3 method="wB97M-V/def2-TZVPD" homo_lumo_gap_ev="7.044 / 7.041" e_above_lowest_ev=1.213 total_charge=+2 spin_multiplicity=1 e_homo_ev="-15.739 / -15.741"
Ir -0.9186 0.1220 -0.6335 0.25 -1.41 0.44
I -2.3057 -2.3540 -0.9136 -0.22 -0.38 -0.22
I -1.1098 -0.2353 -3.3951 -0.13 0.21 0.76
Cl -3.6152 1.2261 -0.4484 0.32 -0.47 -0.05
N 0.7736 0.0804 3.1435 -0.03 0.00 0.04
N 3.9625 0.0589 0.1380 0.19 0.01 -0.03
N -0.5052 0.1075 3.5618 0.04 0.02 -0.04
N 1.2703 0.0572 -0.4218 -1.32 1.18 -0.36
N -0.6438 0.0150 1.4292 -0.27 0.57 -0.80
C 1.7126 0.0346 0.8452 0.03 -0.03 0.18
C 3.0738 0.0332 1.1193 -0.14 -0.07 -0.13
C 0.6579 0.0344 1.8474 0.04 -0.02 0.10
C -2.0060 1.8674 -0.4882 1.68 0.37 0.01
C 3.5239 0.0753 -1.1132 -0.12 -0.06 0.16
C 2.1647 0.0803 -1.4090 0.06 -0.09 -0.08
C -1.3587 0.0861 2.5450 -0.05 -0.20 -0.06
C -2.2919 -1.9753 -3.0087 0.00 -0.05 0.04
H 1.8054 0.0909 -2.4268 -0.01 0.06 0.02
H -0.7100 0.1459 4.5522 0.00 -0.01 0.01
H 4.2610 0.0942 -1.9055 -0.01 0.00 -0.01
H 3.4326 0.0178 2.1412 0.00 0.00 0.01
H -2.4343 0.0935 2.6222 0.01 0.04 0.05
H -1.7491 2.3632 0.4428 -0.19 0.18 -0.06
H -1.8375 2.4839 -1.3656 -0.16 0.10 0.07
H -1.8458 -2.8209 -3.5199 0.01 0.02 -0.01
H -3.3064 -1.7821 -3.3384 0.01 0.03 -0.01

=====

20
Properties=species:S:1:pos:R:3:forces:R:3 method="wB97M-V/def2-TZVPD" homo_lumo_gap_ev="7.671 / 7.667" e_above_lowest_ev=3.320 spin_multiplicity=1 e_homo_ev="-7.628 / -7.624"
Cl -1.9576 -2.3511 -0.4994 -0.25 0.16 -0.61
N 1.8474 -1.4145 0.4447 -2.35 2.89 0.18
N -1.1298 -1.8180 0.8711 4.83 -3.60 -0.80
C 2.0609 -2.7437 0.9164 -2.57 0.61 -1.26
C -0.9345 2.4473 0.4214 -0.63 -0.40 1.89
C -0.5032 1.8791 -1.7993 -0.44 0.39 -1.24
C 0.1497 0.4495 -0.0826 2.14 -1.78 -1.24
C -1.0790 2.7357 -0.8775 1.37 -1.64 -0.37
C -0.1568 1.3689 0.8696 -2.06 0.02 0.89
C 0.7929 -0.8082 0.3368 -1.23 -1.13 0.23
C -0.0215 0.6428 -1.4942 1.14 0.21 2.13
H 2.6034 -3.0652 0.1008 2.27 -1.90 -0.68
H -1.5255 -1.0303 1.1720 -2.34 4.11 1.12
H -1.6406 3.5092 -1.2635 -1.14 1.70 -0.36
H -0.1948 1.0725 1.9407 0.47 0.45 -0.87
H 1.1111 -3.2478 0.8557 -0.53 -0.41 0.37
H -0.5919 2.3064 -2.7635 0.20 -0.52 -1.40
H 0.4532 -0.0995 -2.1270 -0.48 0.31 -0.36
H 2.3813 -2.7015 1.9046 1.35 -0.35 1.37
H -1.6647 2.8683 1.0732 0.26 0.89 0.99

=====

19
Properties=species:S:1:pos:R:3:forces:R:3 method="wB97M-V/def2-TZVPD" homo_lumo_gap_ev=9.885 smiles="C=C(Cl)c1ccccc1.S" e_above_lowest_ev=1.886 spin_multiplicity=1 e_homo_ev=-9.253
Cl -2.1463 -0.3992 -2.0035 0.49 0.26 0.27
S -2.6286 1.9312 1.8188 2.25 -2.18 -1.13
C 1.9489 -1.6398 0.7960 0.41 -4.25 1.90
C 0.6086 -1.9040 1.0785 1.06 -0.42 -0.62
C 0.1375 -0.1029 -0.3596 -3.57 0.89 -2.25
C -1.0805 1.9498 -1.2920 0.54 0.30 -0.91
C -0.3157 -1.1362 0.4381 1.07 0.18 0.64
C 1.4302 0.1336 -0.6756 0.06 -0.15 0.91
C -0.9442 0.6207 -1.2129 0.87 0.45 1.20
C 2.3473 -0.6816 -0.0313 0.32 1.66 -1.42
H -1.3319 -1.3322 0.5126 -1.76 -0.29 0.10
H -1.6018 1.0843 2.4060 -1.62 1.37 -0.85
H 1.5995 0.8842 -1.4104 0.74 0.34 -0.37
H 2.6337 -2.5245 1.0857 -0.63 2.03 -0.21
H -0.4313 2.7534 -0.8980 -0.06 -1.17 0.31
H 3.3455 -0.6310 -0.3070 1.85 0.20 -0.38
H -1.8088 2.3845 -1.9575 -0.45 -0.21 -0.06
H -2.2155 1.4748 0.4770 -0.83 0.89 2.35
H 0.4535 -2.8652 1.5354 -0.75 0.12 0.52

=====

29
Properties=species:S:1:pos:R:3:forces:R:3 method="wB97M-V/def2-TZVPD" homo_lumo_gap_ev=8.595 smiles="CC(=O)[N+](C)=[PH2]C(=O)C(F)(F)C(F)(F)C(F)(F)C(=O)O" total_charge=+1 spin_multiplicity=1 e_homo_ev=-14.358
P -0.8077 0.7247 2.0809 -0.35 0.86 0.83
F -0.7967 -3.1559 -0.7674 -0.51 -0.74 0.08
F 1.1868 -2.4625 1.2867 1.27 -0.32 0.04
F 0.9886 -2.2998 -2.8666 -0.35 0.39 -0.81
F -0.8962 -2.0438 1.3740 -0.59 0.09 0.21
F 1.4611 -3.8401 -1.4972 0.27 -0.84 0.83
F -0.6193 -1.1406 -1.4284 -0.16 1.18 0.21
O 1.3025 0.4226 0.5390 2.27 1.71 -1.09
O 2.6758 -0.6931 -1.8185 -0.01 3.24 -1.87
O -0.0222 3.4742 1.5249 1.62 1.26 2.50
O 3.5764 -2.1939 -0.5165 -0.36 -0.71 0.31
N -1.6329 1.9240 1.2496 0.10 -1.36 -0.90
C 1.2891 -2.5351 -1.5963 0.43 0.23 0.04
C 0.4403 -0.2104 0.9739 -1.84 -1.92 0.88
C 2.5801 -1.7195 -1.2996 0.17 -1.85 1.52
C -0.3711 3.0813 -0.7477 -0.70 -0.31 -0.09
C 0.2464 -1.7428 0.7182 -1.60 0.90 0.00
C -0.6384 2.8821 0.7359 -0.63 0.06 -2.04
C 0.0117 -2.1094 -0.7738 1.00 -1.11 -0.26
C -2.5445 1.3750 0.1998 0.25 -0.70 -0.59
H -1.6530 -0.1337 2.8045 -0.07 0.24 -0.31
H 0.3770 3.8674 -0.8409 0.01 -0.22 0.18
H 0.0022 2.1462 -1.1860 -0.10 0.21 -0.02
H 3.3816 -2.1032 0.4272 0.06 -0.26 -0.12
H -1.9750 0.6878 -0.4472 -0.34 0.08 0.04
H -3.3956 0.8303 0.6146 0.18 0.24 0.22
H -1.2521 3.4101 -1.3098 0.08 -0.23 0.13
H -2.9125 2.1612 -0.4589 0.00 0.11 0.44
H -0.0025 1.3968 3.0254 -0.11 -0.23 -0.32

=====

19
Properties=species:S:1:pos:R:3:forces:R:3 method="wB97M-V/def2-TZVPD" homo_lumo_gap_ev="8.316 / 4.941" e_above_lowest_ev=4.589 total_charge=+1 spin_multiplicity=1 e_homo_ev="-12.812 / -10.933"
F -2.5265 -2.1470 -1.2989 -1.67 0.20 -2.17
N 0.2542 1.2657 0.4483 3.80 -2.77 -1.77
C 2.1604 2.0163 1.6403 2.06 -0.70 1.15
C -1.8785 -2.8310 -0.4706 2.25 0.99 2.45
C 1.1333 0.3354 -0.1693 -0.72 -0.17 -0.69
C 2.4354 0.1353 0.1806 -0.41 1.55 1.33
C 2.9923 0.9795 1.1490 1.87 -0.41 0.75
C -0.9996 1.3029 0.1137 -1.14 -1.27 -1.52
C -1.7190 -3.8274 0.3268 -0.40 -2.34 1.55
C 0.8495 2.0774 1.3168 0.02 2.05 1.28
H 3.0833 -0.6012 -0.2091 0.02 -0.83 -0.90
H 0.7234 -0.1573 -1.0307 -0.43 -0.36 0.07
H -2.2420 -4.8429 0.3067 0.48 1.39 -0.18
H -1.5133 0.6845 -0.5982 0.64 -0.49 -0.23
H -1.5535 1.9905 0.5829 -2.03 2.54 1.71
H 4.1246 0.7156 1.4678 -2.96 1.25 -0.53
H 0.2826 2.8886 1.7349 -0.56 -0.05 0.09
H -1.0530 -3.6969 1.2463 -0.63 -0.18 -1.65
H 2.5233 2.7133 2.4181 -0.20 -0.41 -0.74

=====

Computed electronic energy, in the same sequence as the records: -1833.90964 -1743.30775 -879.75508 -1168.54740 -1606.17020 -464.37854 Ha.